Record 1
Below is a molecular structure, C24H15BCo2F3NO6 at a distorted geometry, with properties calculated with ωB97M-V with the def2-TZVPD basis set.

Output
Charge: 0
HOMO-LUMO gap (eV): 2.926
Molecular weight (g mol⁻¹): 599.06

Each line ends with the Mulliken charge.
Geometry (Å):
C -2.505 -3.692 2.100  -1.02
N -1.500 -2.623 2.052  0.26
C -1.761 -1.265 2.064  -0.89
C -0.587 -0.572 2.062  -0.86
C 0.464 -1.516 2.050  1.72
C -0.115 -2.798 2.050  0.00
C 0.698 -3.940 2.062  -1.06
C 2.054 -3.773 2.066  -0.80
C 2.617 -2.495 2.055  0.33
B 4.224 -2.395 2.029  0.49
F 4.573 -1.244 1.325  -0.40
F 4.679 -2.336 3.345  -0.42
F 4.712 -3.534 1.389  -0.42
C 1.858 -1.365 2.054  -1.08
H -2.023 -4.668 2.098  0.30
H -3.107 -3.607 3.004  0.34
H -3.169 -3.632 1.239  0.31
H -2.752 -0.839 2.085  0.47
H -0.456 0.495 2.093  0.69
H 0.257 -4.919 2.078  0.24
H 2.716 -4.626 2.074  0.47
H 2.307 -0.387 2.056  0.44
O -0.950 2.601 -4.272  -0.26
C -1.214 3.148 -3.309  0.33
Co -1.646 3.925 -1.723  -0.08
C -1.583 5.740 -1.829  0.26
O -1.555 6.874 -1.896  -0.26
C -3.283 3.310 -1.330  0.28
O -4.296 2.860 -1.071  -0.26
C -0.681 3.716 0.074  -0.77
C -0.371 2.595 -0.792  0.93
C -1.223 1.391 -0.749  -0.74
C -0.906 0.224 -1.425  0.98
C -1.910 -0.738 -1.736  -0.35
C -1.642 -1.793 -2.565  -0.90
C -0.363 -1.967 -3.075  -0.38
C 0.653 -1.093 -2.736  -1.10
C 0.402 -0.020 -1.927  0.00
Co 1.319 3.688 -0.337  -0.18
C 1.923 2.744 1.062  0.27
O 2.270 2.101 1.932  -0.26
C 1.484 5.525 -0.418  0.31
O 1.566 6.657 -0.501  -0.22
C 2.024 3.025 -1.877  0.18
O 2.425 2.575 -2.841  -0.24
H -0.719 3.454 1.126  0.31
H -2.199 1.507 -0.310  0.88
H -2.920 -0.556 -1.413  0.44
H -2.441 -2.444 -2.880  0.46
H -0.175 -2.780 -3.753  0.45
H 1.643 -1.228 -3.151  0.48
H 1.183 0.689 -1.713  0.35

=====

Record 2
Below is a molecular structure, C24H15Br3N4OsS3, with properties calculated with ωB97M-V with the def2-TZVPD basis set.

Output
Charge: +2
HOMO-LUMO gap (alpha / beta) (eV): 4.825 / 4.826
Molecular weight (g mol⁻¹): 885.55

Each line ends with the Mulliken charge.
Geometry (Å):
Os 0.430 -1.224 0.735  0.65
Br 6.140 -3.824 2.821  -0.03
C 4.515 -3.116 2.282  -0.18
C 3.321 -3.742 2.617  -0.63
C 2.136 -3.182 2.194  -0.28
N 2.105 -2.054 1.464  -0.07
C 3.267 -1.433 1.135  0.68
C 4.482 -1.938 1.532  -0.55
C 3.089 -0.194 0.341  0.95
C 4.118 0.591 -0.122  -0.45
C 3.815 1.745 -0.850  -0.28
Br 5.182 2.812 -1.491  -0.03
C 2.483 2.079 -1.089  -0.83
C 1.501 1.245 -0.613  -0.36
N 1.791 0.139 0.096  -0.35
H 3.308 -4.650 3.202  0.46
H 1.178 -3.618 2.440  0.49
H 5.403 -1.439 1.272  0.51
H 5.148 0.332 0.068  0.50
H 2.216 2.966 -1.646  0.51
H 0.450 1.444 -0.781  0.79
Br -3.696 1.125 5.298  -0.09
C -2.538 0.366 4.042  -0.07
C -2.733 -0.950 3.632  -0.60
C -1.874 -1.525 2.713  -0.43
C -0.839 -0.755 2.174  0.35
C -0.641 0.568 2.588  0.05
C -1.492 1.123 3.532  -0.82
H -3.554 -1.525 4.038  0.47
H -2.023 -2.554 2.420  0.59
H 0.165 1.180 2.194  0.40
H -1.347 2.142 3.861  0.45
S -5.275 0.380 -1.154  -0.20
C -3.836 -0.340 -1.272  0.22
S -3.420 -1.785 -0.327  -0.01
C -1.815 -1.690 -0.942  0.31
N -1.597 -0.740 -1.791  -0.67
N -2.703 -0.012 -2.006  0.60
C -2.584 1.071 -2.947  0.48
C -1.359 1.719 -3.051  0.16
C -1.208 2.746 -3.967  -0.62
C -2.273 3.127 -4.773  -0.53
C -3.483 2.461 -4.667  -0.73
C -3.650 1.427 -3.756  -0.49
S -0.462 -2.732 -0.463  -0.13
H -0.524 1.410 -2.438  0.25
H -0.254 3.247 -4.056  0.36
H -2.155 3.931 -5.485  0.41
H -4.314 2.738 -5.300  0.39
H -4.593 0.906 -3.702  0.40

=====

Record 3
Below is a molecular structure, C24H15BrF5FeN4OS, with properties calculated with ωB97M-V with the def2-TZVPD basis set.

Output
Charge: -1
HOMO-LUMO gap (eV): 7.098
Molecular weight (g mol⁻¹): 638.22

Each line ends with the Mulliken charge.
Geometry (Å):
Fe -0.363 -0.195 -0.056  -0.56
C 2.256 -2.856 -2.070  -1.83
C 1.115 -2.123 -1.443  0.33
N 1.224 -1.042 -0.753  1.25
N 2.434 -0.395 -0.710  -1.26
C 2.234 0.879 -0.946  0.06
N 3.349 1.682 -0.958  -0.41
S 0.693 1.578 -1.307  -0.46
C -0.277 -2.480 -1.717  0.95
C -0.660 -3.687 -2.293  -0.89
C -1.993 -3.903 -2.584  -0.42
C -2.908 -2.898 -2.308  -0.89
C -2.452 -1.723 -1.738  -0.06
N -1.171 -1.506 -1.443  0.13
H 3.185 -2.351 -1.821  0.40
H 2.299 -3.883 -1.698  0.34
H 2.148 -2.898 -3.156  0.35
H 4.133 1.308 -0.444  0.29
H 3.153 2.655 -0.787  0.31
H 0.085 -4.446 -2.490  0.36
H -2.315 -4.842 -3.016  0.41
H -3.961 -3.016 -2.521  0.41
H -3.135 -0.918 -1.500  0.49
Br -2.571 0.973 0.452  -0.11
C -3.229 -0.475 1.506  0.65
C -4.499 -0.393 1.993  -0.78
C -4.983 -1.441 2.806  -0.50
C -4.176 -2.501 3.099  -0.88
C -2.853 -2.582 2.594  1.00
C -2.014 -3.672 2.921  -0.91
C -0.741 -3.708 2.427  -1.14
C -0.263 -2.688 1.577  0.62
C -1.019 -1.599 1.193  -0.12
C -2.341 -1.553 1.751  0.43
H -5.118 0.466 1.771  0.39
H -5.990 -1.387 3.200  0.37
H -4.534 -3.303 3.735  0.34
H -2.393 -4.454 3.570  0.33
H -0.085 -4.531 2.690  0.40
H 0.760 -2.771 1.225  0.37
F 5.221 2.662 3.012  -0.36
C 4.006 2.186 2.664  0.71
C 3.765 0.824 2.621  0.08
F 4.761 -0.030 2.926  -0.36
C 2.518 0.340 2.278  0.33
F 2.340 -0.990 2.270  -0.35
C 1.434 1.178 1.935  0.13
O 0.272 0.741 1.608  -0.58
C 1.724 2.559 2.017  0.12
F 0.753 3.445 1.743  -0.38
C 2.966 3.049 2.367  0.22
F 3.181 4.378 2.416  -0.35

=====

Record 4
Below is a molecular structure, C24H15Cl5N3O8OsS at a distorted geometry, with properties calculated with ωB97M-V with the def2-TZVPD basis set.

Output
Charge: +1
HOMO-LUMO gap (alpha / beta) (eV): 6.095 / 5.807
⟨S²⟩: 6.0797
Multiplicity: 5
Molecular weight (g mol⁻¹): 872.96

Each line ends with the Löwdin spin population.
Geometry (Å):
Os 0.296 0.356 1.334  1.52
O -1.237 -1.179 0.826  0.03
C -1.128 -2.320 0.394  0.00
C 1.260 -2.881 0.905  0.03
C 1.943 -4.265 1.025  0.00
C 3.275 -4.341 0.397  0.02
C 3.840 -3.311 -0.237  0.00
C 3.193 -2.027 -0.370  0.05
C 1.955 -1.805 0.111  -0.01
O 1.296 -0.680 -0.077  0.14
N 3.939 -5.637 0.450  0.00
O 5.039 -5.747 -0.046  0.00
O 3.292 -6.547 0.940  0.00
H -1.989 -2.821 -0.054  0.00
H 1.297 -5.105 0.786  0.00
H 4.814 -3.461 -0.683  0.00
H 3.697 -1.226 -0.893  0.00
Cl -0.044 0.769 3.618  0.17
C 1.630 1.658 3.399  0.09
C 1.821 1.485 2.036  0.00
C 2.907 2.114 1.441  0.03
Cl 3.159 1.965 -0.253  0.02
C 3.768 2.889 2.222  0.00
Cl 5.118 3.657 1.499  0.00
C 3.522 3.062 3.590  0.05
Cl 4.565 4.044 4.527  0.02
C 2.415 2.454 4.201  0.01
Cl 2.063 2.751 5.857  0.02
O 1.998 -4.096 2.490  0.18
C 1.415 -2.874 2.390  0.30
O -0.103 -3.119 0.384  0.02
C 1.145 -1.983 3.421  0.05
C 0.622 -0.788 3.013  0.48
C -0.030 0.569 5.475  0.48
C 0.428 -0.462 6.181  0.07
O 0.350 -0.334 7.538  0.01
C 0.886 -1.495 8.152  0.00
O 1.359 -2.321 7.112  -0.01
C 1.074 -1.766 5.905  -0.02
C 1.394 -2.422 4.789  0.01
H -1.300 0.189 3.634  0.05
H -0.617 2.014 3.828  0.04
H 0.099 -2.008 8.705  0.00
H 1.713 -1.211 8.802  0.00
H 1.867 -3.387 4.914  0.00
S -0.463 2.091 -0.205  0.12
C -1.991 2.227 0.584  0.02
N -2.374 3.277 1.314  0.00
C -3.809 3.199 1.622  0.00
C -4.056 1.694 1.469  0.00
N -2.967 1.325 0.558  0.01
H -1.853 4.139 1.276  0.00
H -4.377 3.777 0.891  0.00
H -4.025 3.565 2.622  0.00
H -5.029 1.461 1.047  0.00
H -3.939 1.168 2.420  0.00
H -2.813 0.401 0.186  0.00

=====

Record 5
Below is a molecular structure, C24H15N2O3PRuS2 at a distorted geometry, with properties calculated with ωB97M-V with the def2-TZVPD basis set.

Output
Charge: -1
HOMO-LUMO gap (alpha / beta) (eV): 5.976 / 5.995
⟨S²⟩: 8.8246
Multiplicity: 6
Molecular weight (g mol⁻¹): 575.57

Each line ends with the Löwdin spin population.
Geometry (Å):
Ru -0.539 2.080 -0.957  2.77
O -2.431 1.919 -2.300  0.25
C -2.293 1.097 -1.416  0.19
C -2.788 0.003 -0.756  0.09
C -4.112 -0.499 -0.946  0.11
C -4.552 -1.550 -0.197  0.01
C -3.715 -2.176 0.739  0.18
C -2.398 -1.762 0.890  0.00
C -1.922 -0.675 0.184  0.15
P -0.214 -0.109 -0.010  0.07
C 0.422 -1.339 -1.223  0.02
C -0.494 -2.054 -1.997  0.01
C -0.068 -2.898 -3.004  0.00
C 1.284 -3.042 -3.267  0.01
C 2.204 -2.339 -2.507  0.00
C 1.781 -1.491 -1.501  0.01
C 0.735 -0.401 1.507  0.01
C 2.117 -0.207 1.474  0.00
C 2.893 -0.525 2.570  0.00
C 2.291 -0.986 3.731  0.01
C 0.909 -1.037 3.817  0.00
C 0.130 -0.735 2.716  0.01
H -4.744 -0.029 -1.684  0.01
H -5.560 -1.918 -0.332  0.00
H -4.086 -3.003 1.321  0.01
H -1.750 -2.304 1.563  0.00
H -1.554 -1.947 -1.821  0.00
H -0.801 -3.433 -3.593  0.00
H 1.623 -3.676 -4.074  0.00
H 3.261 -2.437 -2.708  0.00
H 2.523 -0.932 -0.958  0.00
H 2.578 0.235 0.602  0.00
H 3.967 -0.404 2.522  0.00
H 2.902 -1.258 4.580  0.00
H 0.437 -1.310 4.753  0.00
H -0.947 -0.725 2.799  0.00
S 1.649 1.846 -2.259  0.30
C 2.306 3.071 -1.234  0.12
C 3.664 2.932 -0.937  0.01
N 4.781 2.758 -0.711  0.04
C 1.579 4.191 -0.789  0.07
S -0.046 4.508 -1.252  0.35
C 2.227 5.190 -0.052  0.01
N 2.738 6.039 0.535  0.01
O -0.320 2.450 1.475  0.10
C -1.502 2.838 1.547  0.01
O -2.290 2.923 0.599  0.07
H -1.875 3.121 2.562  0.01

=====

Record 6
Below is 2 unconnected molecules or ions with the total composition C24H15NO7 at a distorted geometry, with properties calculated with ωB97M-V with the def2-TZVPD basis set.

Output
Charge: 0
HOMO-LUMO gap (eV): 8.733
Structure (SMILES): O=C1OC(=O)C(c2ccncc2)=C1COO.O=C1c2ccccc2C(=O)c2ccccc21
Molecular weight (g mol⁻¹): 429.38

Each line ends with the Mulliken charge.
Geometry (Å):
O -7.051 -0.673 -1.127  -0.53
C -6.157 -1.137 -1.781  0.23
O -6.268 -2.287 -2.534  -0.28
C -5.012 -2.720 -2.871  -0.01
O -4.769 -3.829 -3.281  -0.51
C -4.060 -1.581 -2.579  0.34
C -2.685 -1.647 -3.005  1.28
C -1.632 -1.165 -2.280  -0.50
C -0.389 -1.252 -2.786  -0.44
N -0.045 -1.774 -3.953  -0.63
C -1.084 -2.260 -4.609  -0.46
C -2.372 -2.230 -4.198  -0.47
C -4.759 -0.651 -1.952  0.47
C -4.325 0.702 -1.489  -0.54
O -4.359 1.639 -2.547  -0.25
O -3.120 1.638 -3.236  -0.31
H -1.780 -0.710 -1.323  0.51
H 0.418 -0.867 -2.186  0.50
H -0.873 -2.724 -5.556  0.39
H -3.137 -2.647 -4.818  0.43
H -3.349 0.657 -1.034  0.08
H -5.027 1.045 -0.739  0.38
H -2.465 1.998 -2.622  0.32
O 4.804 2.284 4.163  -0.66
C 4.028 1.671 3.462  0.55
C 2.771 2.308 2.974  0.42
C 2.505 3.628 3.314  -0.66
C 1.360 4.245 2.842  -0.44
C 0.475 3.547 2.027  -0.57
C 0.729 2.227 1.698  -0.66
C 1.874 1.600 2.173  0.14
C 2.123 0.173 1.823  0.54
O 1.318 -0.458 1.169  -0.68
C 3.387 -0.456 2.292  0.16
C 3.656 -1.775 1.947  -0.55
C 4.841 -2.366 2.350  -0.50
C 5.763 -1.643 3.100  -0.46
C 5.495 -0.332 3.456  -0.58
C 4.306 0.265 3.058  0.21
H 3.197 4.168 3.944  0.48
H 1.155 5.274 3.105  0.39
H -0.415 4.035 1.651  0.40
H 0.041 1.678 1.070  0.72
H 2.939 -2.332 1.361  0.49
H 5.050 -3.392 2.078  0.40
H 6.691 -2.105 3.407  0.41
H 6.207 0.231 4.042  0.47